[1]
ORCA calculation (wB97M-V/def2-TZVPD) on a cluster of 2 separate species, C8H5N2O4S in total in a non-equilibrium geometry.

Output
E_tot (eV): -30377.13104
Relative energy (zero: lowest compared OMol25 entry of this formula, charge and spin) (eV): 7.371
Strongest force on any atom (eV/Å): 4.0
Charge: -1
Multiplicity: 1

Element x y z (Å)
C -2.82530 -0.39357 0.18463
C -2.14504 -0.71901 -0.99751
C -2.09748 0.31083 1.16247
C -0.84686 -0.38515 -1.19942
C -0.86274 0.87087 0.86824
C -0.32047 0.56604 -0.31010
C 1.78331 -0.15284 -0.57940
C 4.06959 1.05914 0.20994
N 4.09716 0.33285 -0.73098
N 1.03955 0.89143 -0.64941
O 4.04844 1.71264 1.19982
O 0.41344 -2.54914 -0.38922
O 0.87560 -1.11059 1.51553
O 1.27601 2.06184 -1.02714
S 1.39993 -1.86258 0.39993
H -3.78616 -0.82433 0.38909
H -2.70588 -0.92122 -1.87274
H -2.49027 0.39981 2.16749
H -0.37936 -0.86626 -1.96634
H -0.54347 1.57925 1.62510

Force components x, y, z for each atom (eV/Å):
C 1.9 0.0 0.4
C -2.0 1.0 0.6
C -1.1 -0.7 -0.5
C -1.5 2.2 2.6
C -2.2 1.1 2.1
C 1.6 -2.6 -2.7
C 1.6 1.3 -0.6
C -0.7 0.6 1.8
N -1.9 -1.5 -1.8
N 1.4 -0.2 -0.1
O 0.3 0.4 0.0
O -1.0 -0.6 -0.9
O -0.7 -0.1 1.5
O 0.4 1.4 -0.1
S 2.3 -0.9 0.9
H -0.4 0.2 0.0
H -0.6 -1.5 -0.6
H -0.1 0.3 -0.1
H 1.7 -0.3 -2.1
H 1.0 -0.2 -0.4

[2]
ORCA calculation (wB97M-V/def2-TZVPD) on a cluster of 2 separate species, C8H5NS in total in a non-equilibrium geometry.

Output
E_tot (eV): -20698.05053
Relative energy (zero: lowest compared OMol25 entry of this formula, charge and spin) (eV): 0.720
Strongest force on any atom (eV/Å): 3.6
Multiplicity: 1

Element x y z (Å)
C -3.19110 -1.63710 0.09998
C 2.20121 -0.08568 -0.04502
C 1.28200 -1.08207 -0.34904
C 1.76288 1.19329 0.28473
C -0.07019 -0.82032 -0.32982
C 0.42084 1.48396 0.30109
C -0.52305 0.47498 -0.01781
C -1.84641 0.84640 -0.00176
N -3.62515 -2.69486 0.22113
S -3.04224 1.83683 -0.02769
H 3.25866 -0.29964 -0.06071
H 1.63103 -2.07233 -0.59803
H 2.47474 1.96780 0.52512
H -0.80033 -1.58364 -0.55510
H 0.06709 2.47238 0.55294

Force components x, y, z for each atom (eV/Å):
C 1.3 2.1 -0.2
C -0.3 0.0 0.0
C 0.2 0.0 0.0
C 0.1 0.1 0.0
C -0.3 0.1 -0.1
C -0.3 -0.1 -0.1
C 1.5 -0.7 0.2
C -3.4 1.2 -0.2
N -0.5 -1.2 0.1
S 1.7 -1.4 0.1
H 0.1 0.0 0.0
H 0.0 -0.1 0.0
H 0.1 0.0 0.0
H -0.2 0.0 0.1
H 0.0 0.1 0.0